w | A single C5H9N3O molecule. Source: the OMol25 dataset; level of theory: ωB97M-V with the def2-TZVPD basis set.

```
18
Properties=species:S:1:pos:R:3:lowdin_charge:R:1
H -2.015 -1.482 -0.076 0.0564
N -2.150 -0.496 0.100 0.1669
C -1.052 0.054 0.389 -0.4668
C -0.892 1.543 0.580 -0.0229
N 0.170 -0.670 0.665 -0.0045
C 0.139 -1.774 1.564 -0.2759
O 1.101 -2.456 1.825 0.0545
C 1.451 -0.171 0.193 -0.1721
N 1.738 0.350 -0.921 0.0195
C 0.796 0.335 -2.061 -0.1044
H -1.901 1.980 0.448 0.0894
H -0.214 1.965 -0.200 0.0719
H -0.424 1.693 1.591 0.1044
H -0.855 -1.873 2.063 0.1433
H 2.218 -0.170 0.969 0.1282
H 0.580 1.399 -2.242 0.0835
H 1.347 0.080 -2.955 0.0716
H -0.039 -0.307 -1.932 0.0570
```

The molecular weight comes out at 127.1 g mol⁻¹. The value obtained for the LUMO energy is 0.79 eV. The spin multiplicity is 1. Its gap between HOMO and LUMO is 10.824 eV. Its structure (SMILES) is [H]/N=C(/C)N(C=O)/C=N\C. For the HOMO energy, the calculation gives -10.03 eV.

***

x | A single C5H9N3O molecule. Source: the OMol25 dataset; level of theory: ωB97M-V with the def2-TZVPD basis set.

```
18
Properties=species:S:1:pos:R:3:lowdin_charge:R:1
C 0.880 1.802 0.716 0.0542
C 0.188 1.180 -0.258 -0.3662
N -0.556 1.860 -1.221 0.0770
C 0.940 -0.279 -0.842 -0.3579
O 2.016 -0.270 -1.387 0.0472
C 0.028 -1.225 -0.331 -0.3695
N -0.163 -2.529 -0.779 0.0578
C -0.861 -0.554 0.553 -0.1170
N -0.791 -0.700 1.914 0.1566
H 0.963 2.882 0.779 0.0597
H 1.406 1.232 1.472 0.0642
H -0.408 2.863 -1.240 0.0854
H -0.466 1.472 -2.152 0.0929
H -0.331 -2.716 -1.764 0.0821
H 0.515 -3.220 -0.484 0.0706
H -1.878 -0.357 0.215 0.1351
H -1.600 -0.544 2.497 0.1107
H 0.117 -0.898 2.312 0.1171
```

The molecular weight comes out at 127.1 g mol⁻¹. The value obtained for the LUMO energy is -0.58 eV. The spin multiplicity is 1. Its gap between HOMO and LUMO is 6.697 eV. Its structure (SMILES) is C=C(N)C(=O)/C(N)=C/N. For the HOMO energy, the calculation gives -7.27 eV.

***

y | A single C5H9N3O molecule. Source: the OMol25 dataset; level of theory: ωB97M-V with the def2-TZVPD basis set.

```
18
Properties=species:S:1:pos:R:3:lowdin_charge:R:1
C 2.028 -0.113 0.229 -0.2071
N 1.730 -1.344 0.224 0.0462
O 0.671 -1.699 -0.598 -0.1329
C -0.712 -1.345 -0.187 -0.2833
C -0.786 -0.556 1.085 -0.1063
C -0.872 0.789 0.286 -0.2749
C -1.168 -0.126 -0.960 -0.1014
N 0.381 1.587 0.146 -0.0475
N 1.385 0.864 -0.556 -0.0619
H 2.811 0.185 0.935 0.1227
H -1.295 -2.272 -0.233 0.1428
H -1.778 -0.711 1.560 0.1234
H -0.027 -0.683 1.891 0.1203
H -1.708 1.432 0.568 0.1293
H -0.564 0.160 -1.904 0.1391
H -2.257 -0.092 -1.153 0.1118
H 0.037 2.355 -0.488 0.1303
H 2.124 1.568 -0.845 0.1494
```

The molecular weight comes out at 127.1 g mol⁻¹. The value obtained for the LUMO energy is 0.82 eV. The spin multiplicity is 1. Its gap between HOMO and LUMO is 9.241 eV. Its structure (SMILES) is C1=N\O[C@H]2C[C@H](C2)NN/1. For the HOMO energy, the calculation gives -8.42 eV.

***

z | A single C5H9N3O molecule. Source: the OMol25 dataset; level of theory: ωB97M-V with the def2-TZVPD basis set.

```
18
Properties=species:S:1:pos:R:3:lowdin_charge:R:1
C -0.896 3.271 1.428 -0.1403
C -1.261 1.593 1.397 -0.1533
N -0.320 1.242 0.150 0.1018
C -0.187 0.078 -0.140 -0.5611
N -0.594 -1.138 0.443 0.0836
N 0.510 -2.230 0.195 0.0311
C 1.077 -2.316 -0.908 -0.2247
C 1.137 -1.197 -1.810 -0.1549
O 0.641 -0.062 -1.182 0.0009
H -1.827 3.902 0.819 0.1109
H -1.183 3.566 2.485 0.0280
H 0.174 3.667 1.246 0.0659
H -2.455 1.551 1.369 0.1369
H -0.734 1.207 2.181 0.0290
H -0.417 -1.443 1.590 0.2190
H 1.726 -3.275 -1.236 0.1689
H 2.302 -1.142 -1.555 0.1824
H 0.898 -1.227 -2.755 0.0757
```

The molecular weight comes out at 127.1 g mol⁻¹. The value obtained for the LUMO energy is 0.61 eV. The spin multiplicity is 1. Its gap between HOMO and LUMO is 9.967 eV. Its structure (SMILES) is CC/N=C1\NN=CCO1. For the HOMO energy, the calculation gives -9.35 eV.

***

Relative energies, in eV, with the most stable structure set to zero: w 0.000; x 3.271; y 3.794; z 5.825.

***

w | A molecular structure, C28H14AlF4N10OS. Source: the OMol25 dataset; level of theory: ωB97M-V with the def2-TZVPD basis set.

```
59
Properties=species:S:1:pos:R:3:lowdin_charge:R:1
Al 0.248 1.355 0.071 -0.3059
N -0.673 -1.377 3.375 0.1046
C -0.529 -0.633 2.277 -0.7993
S 1.051 -0.027 1.909 0.8058
N -1.588 -0.448 1.522 0.0337
N -1.402 0.278 0.444 -0.0611
C -2.359 0.463 -0.400 -0.0230
C -2.046 1.249 -1.557 -0.2044
C -2.935 1.420 -2.621 0.0194
C -2.543 2.173 -3.710 -0.0210
C -1.280 2.757 -3.698 -0.0190
C -0.454 2.535 -2.611 -0.0589
N -0.820 1.800 -1.572 0.0921
H 0.095 -1.503 4.012 0.0972
H -1.597 -1.685 3.634 0.1132
H -3.335 0.017 -0.256 0.1467
H -3.903 0.948 -2.583 0.1238
H -3.203 2.311 -4.552 0.1210
H -0.933 3.353 -4.524 0.1149
H 0.545 2.946 -2.566 0.1225
O -0.384 2.618 1.059 -0.0298
C 0.087 3.574 1.832 -0.2730
C -0.682 4.087 2.882 0.0106
C -0.167 5.059 3.712 -0.0618
C 1.124 5.542 3.507 -0.0823
C 1.891 5.052 2.469 -0.0286
C 1.397 4.057 1.618 -0.0794
C 2.184 3.492 0.548 -0.1967
N 1.928 2.385 -0.168 0.0806
C 2.961 2.236 -1.050 -0.0966
C 3.843 3.257 -0.886 -0.0486
N 3.342 4.032 0.116 0.1409
H -1.677 3.691 3.023 0.1223
H -0.767 5.440 4.524 0.1104
H 1.530 6.297 4.161 0.1051
H 2.894 5.430 2.338 0.1047
H 2.996 1.414 -1.733 0.1067
H 4.760 3.499 -1.380 0.1219
H 3.759 4.883 0.462 0.1650
F -1.174 -2.195 -0.725 0.1199
C -0.658 -3.432 -0.676 -0.1104
C -1.422 -4.444 -0.176 -0.1097
F -2.638 -4.157 0.287 0.1476
C -0.955 -5.794 -0.153 -0.0040
C 0.376 -5.993 -0.646 -0.1073
C 1.125 -4.969 -1.163 -0.1175
F 2.364 -5.208 -1.590 0.1492
C 0.651 -3.628 -1.189 0.0119
C 1.426 -2.545 -1.642 -0.1007
C 1.108 -1.238 -1.348 -0.0300
N 0.936 -0.132 -1.034 0.2614
C 2.598 -2.687 -2.419 -0.1682
N 3.514 -2.734 -3.105 0.2236
F 0.910 -7.206 -0.574 0.1571
C -1.764 -6.845 0.277 -0.0905
C -1.376 -8.200 0.226 -0.1511
N -1.124 -9.317 0.181 0.2514
C -3.084 -6.667 0.739 -0.1541
N -4.170 -6.590 1.098 0.2477
```

Its charge is +1. The molecular weight comes out at 641.5 g mol⁻¹. The value obtained for the LUMO energy is -6.37 eV. The spin multiplicity is 1. Its gap between HOMO and LUMO is 4.022 eV. For the HOMO energy, the calculation gives -10.39 eV.

***

x | A molecular structure, C28H14AlF4N10OS. Source: the OMol25 dataset; level of theory: ωB97M-V with the def2-TZVPD basis set.

```
59
Properties=species:S:1:pos:R:3:lowdin_charge:R:1
Al 0.582 0.036 -0.814 -0.0357
N -0.148 4.067 0.319 0.1382
C -0.077 2.876 -0.264 -0.7464
S 1.493 2.117 -0.438 0.8391
N -1.217 2.365 -0.710 0.0495
N -1.032 1.149 -1.242 -0.0727
C -1.948 0.562 -1.905 0.0054
C -1.563 -0.732 -2.480 -0.1946
C -2.413 -1.500 -3.249 0.0198
C -1.958 -2.711 -3.746 -0.0090
C -0.665 -3.125 -3.458 -0.0152
C 0.134 -2.299 -2.694 -0.0534
N -0.295 -1.123 -2.224 0.0986
H 0.668 4.505 0.706 0.0841
H -1.049 4.503 0.442 0.1277
H -2.929 1.001 -2.056 0.1501
H -3.417 -1.149 -3.449 0.1309
H -2.606 -3.331 -4.354 0.1266
H -0.281 -4.069 -3.815 0.1211
H 1.152 -2.574 -2.449 0.1226
O -0.035 -0.846 0.559 -0.0057
C 0.719 -1.478 1.456 -0.3914
C 0.512 -2.739 1.873 -0.0141
C 1.471 -3.566 2.596 -0.0537
C 2.750 -3.808 2.228 -0.0670
C 3.292 -3.273 0.988 -0.0117
C 3.173 -1.983 0.669 -0.1281
C 3.321 -1.430 -0.682 -0.2295
N 2.415 -0.666 -1.293 0.0504
C 2.946 -0.324 -2.536 -0.0958
C 4.164 -0.896 -2.670 -0.0284
N 4.380 -1.581 -1.491 0.1596
H -0.451 -3.186 1.644 0.1245
H 1.074 -4.180 3.401 0.1141
H 3.306 -4.587 2.739 0.1124
H 3.698 -3.986 0.270 0.1331
H 2.415 0.318 -3.223 0.1239
H 4.884 -0.875 -3.472 0.1312
H 5.223 -2.072 -1.235 0.1789
F 1.891 1.529 3.070 0.1410
C 3.040 2.048 2.711 -0.1830
C 3.121 3.378 2.661 -0.1682
F 2.020 4.065 2.906 0.1315
C 4.348 4.100 2.387 -0.0120
C 5.522 3.249 2.331 -0.1415
C 5.451 1.919 2.383 -0.1377
F 6.579 1.252 2.254 0.1461
C 4.183 1.183 2.442 0.0159
C 4.111 -0.155 2.176 -0.0201
C 2.892 -0.935 1.729 -0.1704
N 1.708 -0.661 2.046 0.2266
C 5.316 -0.955 2.128 -0.1729
N 6.220 -1.668 2.130 0.2135
F 6.702 3.813 2.169 0.1531
C 4.401 5.439 2.193 -0.1155
C 5.626 6.151 1.941 -0.1587
N 6.564 6.777 1.710 0.2168
C 3.225 6.272 2.150 -0.1599
N 2.318 6.974 2.063 0.2058
```

Its charge is +1. The molecular weight comes out at 641.5 g mol⁻¹. The value obtained for the LUMO energy is -5.02 eV. The spin multiplicity is 1. Its gap between HOMO and LUMO is 5.874 eV. For the HOMO energy, the calculation gives -10.89 eV.

***

Relative energies, in eV, with the most stable structure set to zero: w 0.000; x 1.808.

***

w | A molecular structure, C4H5NO3. Source: the OMol25 dataset; level of theory: ωB97M-V with the def2-TZVPD basis set.

```
13
Properties=species:S:1:pos:R:3:lowdin_charge:R:1
C -0.214 -0.587 0.738 -0.4007
C 0.890 -1.036 -0.221 0.0390
C 1.413 -0.584 -1.405 -0.0709
C 1.163 0.708 -2.057 -0.1740
H -1.344 -0.020 2.577 0.2798
H -0.812 1.483 0.185 0.2035
H 1.460 -2.056 -0.014 0.1595
H 2.231 -1.067 -1.914 0.0913
H 1.805 1.051 -2.886 0.1177
N -1.078 0.504 0.718 -0.0796
O -2.005 0.666 1.715 -0.1073
O -0.359 -1.510 1.599 -0.0238
O 0.451 1.604 -1.476 -0.0347
```

The molecular weight comes out at 115.1 g mol⁻¹. The value obtained for the LUMO energy is -1.25 eV. The spin multiplicity is 1. Its gap between HOMO and LUMO is 8.168 eV. For the HOMO energy, the calculation gives -9.42 eV.

***

x | A single C4H5NO3 molecule. Source: the OMol25 dataset; level of theory: ωB97M-V with the def2-TZVPD basis set.

```
13
Properties=species:S:1:pos:R:3:lowdin_charge:R:1
H 1.636 -1.637 1.267 0.0714
N 1.910 -0.833 0.701 0.1899
C 0.941 -0.239 0.152 -0.3443
C 1.149 1.028 -0.606 -0.0288
C -0.478 -0.724 0.364 -0.2723
O -0.756 -1.840 0.752 0.1053
C -1.604 0.337 0.392 -0.3275
O -1.771 1.444 0.750 0.1933
O -2.214 -0.319 -0.785 0.0446
H 0.741 0.937 -1.611 0.0941
H 0.643 1.853 -0.104 0.0842
H 2.212 1.252 -0.639 0.0858
H -2.410 -1.259 -0.634 0.1043
```

The molecular weight comes out at 115.1 g mol⁻¹. The value obtained for the LUMO energy is -0.52 eV. The spin multiplicity is 1. Its gap between HOMO and LUMO is 9.599 eV. Its structure (SMILES) is [H]/N=C(/C)C(=O)C(=O)O. For the HOMO energy, the calculation gives -10.12 eV.

***

Relative energies, in eV, with the most stable structure set to zero: w 3.308; x 0.000.